No. 1
Computed, not measured: a cluster of 10 separate species, C22H42N4O26S3 in total at a distorted geometry, with ωB97M-V/def2-TZVPD.

Results
HOMO level (spin up / spin down)	-11.420 / -11.420	eV
<S²>	0.757
orbital gap (spin up / spin down)	0.2618 / 0.0788	Ha

The geometry in ORCA input format:
```
! wB97M-V def2-TZVPD RIJCOSX def2/J DEFGRID3
* xyz 1 2
H -5.569 -2.450 -0.858
H 3.925 -1.365 -4.510
O 2.004 -0.748 -2.906
O -1.719 -0.562 5.940
O -0.009 5.025 -4.412
C -2.027 -3.691 -2.769
C -5.002 0.345 0.706
H 3.439 -3.107 -4.662
H -2.940 -4.196 -2.456
H 0.455 -0.723 -0.805
O -2.574 -2.475 4.360
H 5.735 2.064 0.684
N 2.100 -1.815 -3.513
H -0.232 3.355 -5.699
C 4.349 -1.640 -0.002
O 2.489 2.293 -0.601
O 1.178 6.140 -2.362
O -0.929 4.730 -2.033
C 0.801 2.773 -3.921
H -2.573 -4.646 -4.694
H -5.849 -1.569 1.278
C -1.922 -2.176 -3.044
H 1.129 1.422 5.942
O -0.840 -3.373 -6.248
H -0.542 0.611 -1.172
C -4.928 -1.210 0.820
O 4.315 -0.527 6.208
H 5.872 2.592 2.289
N -3.232 2.842 -0.832
H -3.475 4.704 -1.440
H 4.234 -2.444 -0.729
C -1.663 -4.355 -4.170
C -0.684 -3.840 4.534
H -4.088 -2.049 -1.272
N 3.147 -2.017 0.991
O 1.110 3.566 -2.800
C -4.880 -1.631 -0.650
C 1.977 -0.421 5.300
C 3.102 -2.072 -4.614
C 0.522 3.805 -5.054
O -1.744 -1.282 0.468
O -0.422 -2.638 5.269
C 5.259 2.735 1.399
C -1.167 -3.283 -5.069
H -1.194 -1.672 -2.408
H 2.545 -1.866 -5.528
N -0.856 -0.518 0.727
S -1.820 -1.994 5.770
H 2.385 1.489 3.303
O -2.650 1.845 -1.250
O 1.478 -2.849 -3.280
O 3.904 4.206 0.147
O -0.471 -0.341 1.860
H 1.423 4.055 -5.616
C -5.444 -0.382 -1.402
C 1.337 0.907 5.005
H -0.004 2.067 -3.715
H 1.525 -0.940 6.146
H -1.047 -5.250 -4.256
S 0.279 5.022 -2.735
O -1.313 -2.037 -4.386
H 0.629 0.774 0.205
O -3.310 3.220 0.313
H 0.192 -4.253 4.035
H 5.087 4.912 1.596
H -5.706 0.774 1.418
H 6.071 4.386 0.233
C 2.441 1.690 4.373
H 1.655 2.141 -4.162
O 1.735 3.673 1.389
H 0.409 0.867 4.435
O -5.530 0.620 -0.580
C -0.055 0.116 -0.332
H -1.450 -2.898 2.741
C -1.816 -3.422 3.624
H -3.555 3.536 -2.798
C 5.181 4.154 0.818
H -2.875 -1.655 -2.951
H 5.263 -1.593 0.590
O -2.389 -2.859 6.856
H -4.039 -1.436 1.408
C 3.431 0.003 5.525
H -1.014 -4.643 5.194
H -2.523 -4.208 3.359
H -4.942 3.756 -1.558
O 3.929 2.376 1.630
O -5.832 -0.214 -2.523
O 3.607 1.254 4.986
C -3.874 3.748 -1.778
H -4.068 0.791 1.049
H 1.860 -1.092 4.449
H 2.273 2.760 4.493
S 2.820 3.101 0.577
O 3.184 -1.544 2.053
O 2.148 -2.525 0.584
H -1.290 -4.081 -2.067
H 4.145 -0.670 -0.455
*
```



No. 2
Computed, not measured: a structure of composition C22H42N4O4S at a distorted geometry, with ωB97M-V/def2-TZVPD.

Results
HOMO level	-8.666	eV
orbital gap	0.3003	Ha

The geometry in ORCA input format:
```
! wB97M-V def2-TZVPD RIJCOSX def2/J DEFGRID3
* xyz 0 1
C -4.089 -4.005 -2.114
H -5.816 -3.265 -1.045
C -2.537 -3.823 -2.044
H 0.174 5.679 -0.993
H -0.511 -2.812 7.988
H 2.738 5.339 -1.608
H 0.132 -1.294 3.975
H 0.630 2.943 -4.137
H -4.264 -2.671 -0.346
C -0.037 5.489 -2.050
H -2.534 0.202 -4.419
C -0.245 3.488 -4.496
H -1.366 3.943 -1.461
H -1.566 1.515 -2.557
C 2.243 -1.268 3.589
H 3.398 -2.347 8.426
H 2.160 -0.237 3.233
H 1.936 -3.253 5.157
C -0.565 4.062 -2.196
C 0.100 -3.244 6.003
H 5.248 -2.334 4.404
C -2.503 -1.688 -3.311
H -2.109 -4.191 -1.101
N 1.134 5.890 -2.830
C -1.448 -0.200 -1.195
H 3.644 6.388 -3.727
C 0.325 -2.535 7.340
H -2.919 -2.278 -4.129
H 0.895 5.833 -3.811
C -4.549 -5.375 -1.566
C 4.253 -2.488 3.989
C -2.221 -2.311 -2.148
S -0.821 -0.873 1.007
C 2.647 5.755 -5.876
N -1.408 -2.165 0.172
O 3.473 -1.349 4.300
H -0.760 2.868 -5.232
H 1.152 -0.889 5.367
H 4.345 -2.622 2.907
H -0.924 -3.050 5.669
H 3.143 -2.940 6.792
H 3.397 6.548 -5.936
C 3.389 5.326 -3.650
H -4.305 -5.460 -0.498
C 2.695 -2.345 7.591
H 4.295 4.793 -3.349
N -0.946 0.320 -0.062
C -1.677 -1.621 -1.008
H -5.649 -5.403 -1.658
N 1.007 -2.956 4.891
H 1.667 6.195 -5.666
H 2.593 5.257 -6.843
H 0.171 -4.320 6.187
H 2.552 -1.312 7.264
H -0.844 6.168 -2.336
H 0.185 3.304 -1.941
H -4.180 -6.229 -2.153
C 1.058 -1.551 4.498
H -4.940 -2.014 -1.915
C -2.272 -0.254 -3.466
C -4.805 -2.895 -1.274
H 3.836 -3.397 4.435
O -1.163 3.776 -3.455
H 2.104 4.012 -2.597
H -2.020 -4.321 -2.879
H 2.240 -1.918 2.709
O 3.001 4.785 -4.908
C 2.328 5.085 -2.590
H 0.057 4.405 -5.006
H 0.284 -1.443 7.252
O 1.489 -2.937 8.039
H -4.368 -3.923 -3.177
C -1.756 0.431 -2.426
*
```



Please write out number 1 again, unchanged.
Computed, not measured: a cluster of 10 separate species, C22H42N4O26S3 in total at a distorted geometry, with ωB97M-V/def2-TZVPD.

Results
HOMO level (spin up / spin down)	-11.420 / -11.420	eV
<S²>	0.757
orbital gap (spin up / spin down)	0.2618 / 0.0788	Ha

The geometry in ORCA input format:
```
! wB97M-V def2-TZVPD RIJCOSX def2/J DEFGRID3
* xyz 1 2
H -5.569 -2.450 -0.858
H 3.925 -1.365 -4.510
O 2.004 -0.748 -2.906
O -1.719 -0.562 5.940
O -0.009 5.025 -4.412
C -2.027 -3.691 -2.769
C -5.002 0.345 0.706
H 3.439 -3.107 -4.662
H -2.940 -4.196 -2.456
H 0.455 -0.723 -0.805
O -2.574 -2.475 4.360
H 5.735 2.064 0.684
N 2.100 -1.815 -3.513
H -0.232 3.355 -5.699
C 4.349 -1.640 -0.002
O 2.489 2.293 -0.601
O 1.178 6.140 -2.362
O -0.929 4.730 -2.033
C 0.801 2.773 -3.921
H -2.573 -4.646 -4.694
H -5.849 -1.569 1.278
C -1.922 -2.176 -3.044
H 1.129 1.422 5.942
O -0.840 -3.373 -6.248
H -0.542 0.611 -1.172
C -4.928 -1.210 0.820
O 4.315 -0.527 6.208
H 5.872 2.592 2.289
N -3.232 2.842 -0.832
H -3.475 4.704 -1.440
H 4.234 -2.444 -0.729
C -1.663 -4.355 -4.170
C -0.684 -3.840 4.534
H -4.088 -2.049 -1.272
N 3.147 -2.017 0.991
O 1.110 3.566 -2.800
C -4.880 -1.631 -0.650
C 1.977 -0.421 5.300
C 3.102 -2.072 -4.614
C 0.522 3.805 -5.054
O -1.744 -1.282 0.468
O -0.422 -2.638 5.269
C 5.259 2.735 1.399
C -1.167 -3.283 -5.069
H -1.194 -1.672 -2.408
H 2.545 -1.866 -5.528
N -0.856 -0.518 0.727
S -1.820 -1.994 5.770
H 2.385 1.489 3.303
O -2.650 1.845 -1.250
O 1.478 -2.849 -3.280
O 3.904 4.206 0.147
O -0.471 -0.341 1.860
H 1.423 4.055 -5.616
C -5.444 -0.382 -1.402
C 1.337 0.907 5.005
H -0.004 2.067 -3.715
H 1.525 -0.940 6.146
H -1.047 -5.250 -4.256
S 0.279 5.022 -2.735
O -1.313 -2.037 -4.386
H 0.629 0.774 0.205
O -3.310 3.220 0.313
H 0.192 -4.253 4.035
H 5.087 4.912 1.596
H -5.706 0.774 1.418
H 6.071 4.386 0.233
C 2.441 1.690 4.373
H 1.655 2.141 -4.162
O 1.735 3.673 1.389
H 0.409 0.867 4.435
O -5.530 0.620 -0.580
C -0.055 0.116 -0.332
H -1.450 -2.898 2.741
C -1.816 -3.422 3.624
H -3.555 3.536 -2.798
C 5.181 4.154 0.818
H -2.875 -1.655 -2.951
H 5.263 -1.593 0.590
O -2.389 -2.859 6.856
H -4.039 -1.436 1.408
C 3.431 0.003 5.525
H -1.014 -4.643 5.194
H -2.523 -4.208 3.359
H -4.942 3.756 -1.558
O 3.929 2.376 1.630
O -5.832 -0.214 -2.523
O 3.607 1.254 4.986
C -3.874 3.748 -1.778
H -4.068 0.791 1.049
H 1.860 -1.092 4.449
H 2.273 2.760 4.493
S 2.820 3.101 0.577
O 3.184 -1.544 2.053
O 2.148 -2.525 0.584
H -1.290 -4.081 -2.067
H 4.145 -0.670 -0.455
*
```



What is the formula in the first record?
C22H42N4O26S3